The following is a DFT calculation (ωB97M-V with the def2-TZVPD basis set) of a molecular structure, C59H44N5O4Tc.

For the energy, the calculation gives -2929.93541 hartree. Its total charge is +1. For the frontier orbital gap (spin up / spin down), the calculation gives 4.751 / 5.246 eV. The spin multiplicity is 4. The HOMO energy (spin up / spin down) comes out at -0.3233 / -0.3339 Ha.

Last column: Mulliken charge in e.
Atoms and positions in Å:
1 Tc -0.24645 -0.40398 -0.16378  -1.995
2 C 7.71339 3.41270 -5.02624  -0.845
3 O 7.08588 3.76252 -3.75383  -0.442
4 C 5.95740 3.04604 -3.43331  0.912
5 C 5.36897 3.41736 -2.22974  -0.824
6 C 4.29658 2.73836 -1.70333  -0.097
7 C 3.71241 1.68170 -2.43440  -0.106
8 C 4.25526 1.35418 -3.68911  -1.131
9 C 5.38055 2.01398 -4.16499  -0.579
10 C 2.53174 0.98389 -1.89787  1.367
11 C 2.64341 0.57248 -0.57727  0.263
12 C 3.88641 0.37329 0.10816  -1.393
13 C 3.62852 -0.25088 1.29136  -1.739
14 C 2.22157 -0.45943 1.37103  1.206
15 N 1.60103 0.07174 0.25042  0.533
16 C 1.55442 -0.89664 2.55404  0.802
17 C 0.23608 -0.47587 2.82613  -0.829
18 C -0.30453 -0.20042 4.11545  -2.186
19 C -1.32137 0.73005 3.95601  -0.873
20 C -1.48671 0.90014 2.52859  0.100
21 C -2.40688 1.80301 1.82290  1.124
22 C -3.18986 2.76710 2.62406  0.133
23 C -3.25133 4.14474 2.20650  -0.648
24 C -3.96465 5.08109 2.93090  -0.608
25 C -4.47904 4.76622 4.22476  0.098
26 O -5.03740 5.67728 5.04731  -0.463
27 C -4.09906 6.56590 5.72720  -0.713
28 C -4.41881 3.40814 4.62108  -0.731
29 C -3.84248 2.41716 3.83626  -0.662
30 C -2.57465 1.77879 0.40654  0.456
31 N -1.91158 0.90319 -0.40105  1.152
32 C -2.58269 0.86772 -1.64073  -0.054
33 C -2.17566 0.04736 -2.74131  1.367
34 C -3.06113 -0.68143 -3.60086  0.792
35 C -4.47022 -0.70975 -3.52928  -0.477
36 C -5.18578 -1.68172 -4.22731  -1.081
37 C -4.51531 -2.62182 -5.02797  0.589
38 O -5.24896 -3.68983 -5.49870  -0.455
39 C -4.55876 -4.96783 -5.63603  -0.671
40 C -3.10861 -2.53998 -5.19968  -0.963
41 C -2.40486 -1.62135 -4.44428  -0.564
42 C -0.78912 0.20819 -3.08538  -1.348
43 C -0.19897 0.62307 -4.31860  -0.973
44 C 1.08024 1.06062 -4.03741  -1.232
45 C 1.37528 0.67949 -2.69220  -0.615
46 N 0.22127 0.15834 -2.11906  1.132
47 C -3.66129 1.80195 -1.59886  -1.475
48 C -3.66275 2.36440 -0.32706  -0.830
49 N -0.57034 0.15006 1.87184  1.017
50 C 2.41177 -1.33909 3.67977  -0.128
51 C 3.26600 -2.44054 3.55266  -0.401
52 C 4.04035 -2.88939 4.60321  -0.739
53 C 3.90633 -2.32758 5.91379  0.384
54 O 4.79415 -2.69939 6.87216  -0.454
55 C 5.50588 -1.48957 7.33095  -0.766
56 C 3.00266 -1.28173 6.06374  -0.922
57 C 2.38493 -0.73632 4.93066  -0.450
58 H 8.54606 4.11184 -5.05560  0.268
59 H 7.05053 3.65356 -5.88373  0.341
60 H 8.05572 2.38395 -5.09053  0.332
61 H 5.84838 4.21006 -1.64929  0.398
62 H 3.79008 3.01786 -0.77123  0.463
63 H 3.91845 0.50911 -4.26750  0.581
64 H 5.81178 1.68354 -5.08547  0.409
65 H 4.83142 0.70758 -0.22473  0.696
66 H 4.29752 -0.53570 2.06476  0.669
67 H -0.04768 -0.68275 5.01168  1.175
68 H -1.91930 1.14231 4.76555  0.624
69 H -2.73538 4.39612 1.30092  0.627
70 H -4.07574 6.10122 2.55874  0.478
71 H -4.69808 7.30649 6.26589  0.253
72 H -3.51051 7.09229 4.94285  0.322
73 H -3.42843 6.01526 6.43068  0.269
74 H -4.82141 3.13265 5.58123  0.449
75 H -3.84926 1.38347 4.15669  0.841
76 H -4.96516 0.03187 -2.92107  0.423
77 H -6.27440 -1.80373 -4.17442  0.433
78 H -3.85895 -5.16559 -4.80907  0.248
79 H -4.04554 -5.04058 -6.61084  0.303
80 H -5.36722 -5.74353 -5.59135  0.266
81 H -2.61871 -3.16054 -5.93379  0.408
82 H -1.31933 -1.67140 -4.40095  0.493
83 H -0.69795 0.66571 -5.27658  0.601
84 H 1.73673 1.50101 -4.74838  0.758
85 H -4.32293 2.07828 -2.42174  0.702
86 H -4.46232 3.00288 0.02238  0.594
87 H 3.29530 -2.92914 2.60016  0.625
88 H 4.70936 -3.75755 4.56382  0.412
89 H 6.37553 -1.83217 7.89769  0.270
90 H 4.88549 -0.85450 8.01009  0.303
91 H 5.84095 -0.85440 6.48920  0.321
92 H 2.83428 -0.90182 7.04921  0.473
93 H 1.83041 0.19121 5.06361  0.843
94 C -4.10887 -2.54898 0.69560  -1.026
95 C -4.04492 -3.61420 -0.20547  -0.575
96 C -2.85801 -3.89950 -0.91715  -1.064
97 C -1.79611 -3.00176 -0.71476  1.266
98 N -1.90840 -1.82153 0.03403  1.236
99 C -3.03168 -1.66510 0.76658  0.065
100 C -0.44243 -3.19790 -1.20797  0.701
101 C -0.09803 -4.40951 -1.84628  -1.209
102 C 1.20724 -4.61298 -2.31367  -0.820
103 C 2.18043 -3.64720 -2.06805  -1.198
104 C 1.80108 -2.44204 -1.46930  -0.026
105 C 0.51154 -2.17842 -0.96938  0.971
106 H -5.02345 -2.30563 1.27793  0.426
107 H -4.92096 -4.24876 -0.38196  0.426
108 H -2.82698 -4.68956 -1.64867  0.357
109 H -2.99159 -0.82016 1.46039  0.201
110 H -0.81860 -5.23132 -1.91798  0.406
111 H 1.44779 -5.54415 -2.81933  0.420
112 H 3.22683 -3.79916 -2.36825  0.479
113 H 2.52213 -1.63470 -1.31309  0.320